(1)
The following is a DFT calculation (ωB97M-V/def2-TZVPD) of C23H27N3O5S in the gas phase.

Structure (ORCA input):
```
! RIJCOSX wB97M-V def2-TZVPD def2/J DEFGRID3
* xyz 0 1
C 3.443 1.803 -3.113
C 3.404 0.392 -2.540
C 4.798 -0.067 -2.116
C 4.861 -1.522 -1.643
C 4.510 -1.735 -0.170
N 3.120 -1.454 0.144
C 2.732 -0.338 0.813
S 3.939 0.853 1.260
C 2.863 1.979 2.178
C 1.578 2.309 1.438
O 0.541 2.526 2.001
O 1.791 2.472 0.130
C 0.654 2.825 -0.659
C 0.405 4.326 -0.635
N 1.524 -0.057 1.153
C 0.521 -0.917 0.814
C -0.796 -0.619 1.177
C -1.817 -1.476 0.818
C -3.212 -1.130 1.237
O -3.467 -0.614 2.304
N -4.166 -1.464 0.331
C -5.559 -1.114 0.532
C -5.975 0.022 -0.343
C -5.696 1.356 -0.283
C -6.327 1.943 -1.407
C -6.938 0.924 -2.066
O -6.727 -0.244 -1.435
C -1.536 -2.656 0.115
C -0.241 -2.966 -0.230
C 0.800 -2.098 0.105
C 2.177 -2.416 -0.250
O 2.537 -3.418 -0.831
H 4.151 1.860 -3.938
H 3.748 2.512 -2.347
H 2.464 2.096 -3.486
H 3.013 -0.298 -3.292
H 2.720 0.377 -1.690
H 5.175 0.589 -1.329
H 5.460 0.039 -2.979
H 4.204 -2.142 -2.255
H 5.880 -1.893 -1.771
H 5.138 -1.109 0.467
H 4.678 -2.789 0.074
H 3.446 2.890 2.323
H 2.614 1.539 3.143
H -0.219 2.288 -0.275
H 0.890 2.480 -1.667
H 0.158 4.645 0.374
H 1.292 4.860 -0.970
H -0.424 4.567 -1.293
H -1.000 0.279 1.740
H -3.892 -1.762 -0.592
H -5.650 -0.834 1.585
H -6.189 -1.983 0.320
H -5.119 1.850 0.471
H -6.325 2.979 -1.679
H -7.532 0.898 -2.958
H -2.333 -3.344 -0.126
H 0.001 -3.875 -0.759
*
```

The calculation puts the total energy at -1831.35551 a.u. Its structure (SMILES) is CCCCCn1c(SCC(=O)OCC)nc2cc(C(=O)NCc3ccco3)ccc2c1=O. As for the energy relative to the best compared isomer or geometry (same formula, charge and spin): 35.6 kcal/mol.

These are the natural (NBO) partial charges, in e, on atoms 1 to 6: -0.60 -0.39 -0.41 -0.41 -0.22 -0.45


(2)
The following is a DFT calculation (ωB97M-V/def2-TZVPD) of C25H30N2O5 in the gas phase in a non-equilibrium geometry.

Structure (ORCA input):
```
! RIJCOSX wB97M-V def2-TZVPD def2/J DEFGRID3
* xyz 0 1
C 6.585 -0.798 3.412
C 6.258 -1.551 2.121
C 6.173 -3.057 2.378
C 4.977 -1.032 1.514
C 4.983 -0.420 0.268
C 3.820 0.073 -0.290
C 2.611 -0.036 0.392
N 1.468 0.501 -0.219
C 0.185 0.527 0.237
O -0.178 0.058 1.293
C -0.792 1.194 -0.755
C -1.719 2.127 0.006
C -1.209 2.912 1.029
C -2.007 3.803 1.743
C -3.330 3.879 1.388
C -3.846 3.103 0.350
C -3.065 2.225 -0.357
O -5.180 3.382 0.195
C -5.489 4.348 1.176
O -4.327 4.662 1.911
N -1.545 0.241 -1.548
C -2.203 -0.840 -0.847
C -1.361 -2.117 -0.702
C -0.801 -2.561 -2.059
C -0.046 -1.395 -2.704
C -0.986 -0.187 -2.806
O -1.825 -2.988 -2.938
C -1.884 -4.392 -2.869
C -0.430 -4.778 -2.587
O 0.069 -3.674 -1.865
C 2.591 -0.654 1.637
C 3.763 -1.141 2.182
H 5.816 -0.967 4.162
H 6.649 0.271 3.222
H 7.538 -1.136 3.814
H 7.070 -1.372 1.407
H 5.405 -3.281 3.114
H 5.931 -3.585 1.458
H 7.125 -3.428 2.751
H 5.912 -0.324 -0.277
H 3.848 0.549 -1.261
H 1.649 0.934 -1.114
H -0.219 1.811 -1.460
H -0.166 2.833 1.293
H -1.606 4.405 2.541
H -3.464 1.634 -1.162
H -5.875 5.258 0.689
H -6.259 3.949 1.857
H -2.495 -0.486 0.142
H -3.104 -1.091 -1.418
H -0.522 -1.964 -0.026
H -1.984 -2.912 -0.291
H 0.827 -1.183 -2.087
H 0.289 -1.692 -3.699
H -0.474 0.655 -3.280
H -1.826 -0.480 -3.446
H -2.543 -4.715 -2.051
H -2.265 -4.765 -3.819
H 0.135 -4.900 -3.521
H -0.327 -5.676 -1.976
H 1.661 -0.745 2.172
H 3.723 -1.613 3.152
*
```

The calculation puts the total energy at -1456.35450 a.u. Its structure (SMILES) is CC(C)c1ccc(NC(=O)[C@H](c2ccc3c(c2)OCO3)N2CCC3(CC2)OCCO3)cc1. As for the energy relative to the best compared isomer or geometry (same formula, charge and spin): 67.6 kcal/mol.

These are the natural (NBO) partial charges, in e, on atoms 1 to 6: -0.59 -0.23 -0.60 -0.02 -0.19 -0.24


(3)
The following is a DFT calculation (ωB97M-V/def2-TZVPD) of a molecular structure, C20H26AlF4N4O2Se in a non-equilibrium geometry.

Structure (ORCA input):
```
! RIJCOSX wB97M-V def2-TZVPD def2/J DEFGRID3
* xyz 1 1
Al -0.472 0.354 -0.248
C 1.504 -2.448 0.041
C 1.918 -1.124 0.703
N 0.868 -0.148 1.162
C 1.805 1.002 1.777
C 1.175 2.355 2.066
C 0.078 -0.773 2.266
C -1.053 -1.582 1.639
N -1.345 -1.169 0.300
C -2.204 -2.012 -0.361
C -2.120 -2.132 -1.750
F -1.232 -1.269 -2.349
C -2.857 -2.874 -2.569
F -2.692 -2.885 -3.874
C -3.788 -3.794 -2.036
C -3.876 -3.721 -0.646
F -4.699 -4.566 -0.042
C -3.110 -2.930 0.221
F -3.383 -2.952 1.527
H 2.484 -2.939 0.015
H 1.319 -2.359 -1.010
H 0.817 -3.023 0.635
H 2.623 -0.554 0.080
H 2.519 -1.247 1.558
H 2.509 1.149 0.992
H 2.215 0.534 2.649
H 0.725 2.777 1.160
H 1.866 3.114 2.479
H 0.381 2.309 2.857
H -0.386 0.110 2.692
H 0.827 -1.332 2.941
H -1.877 -1.470 2.319
H -0.893 -2.714 1.734
H -4.377 -4.440 -2.693
C -2.374 3.503 2.550
O -2.887 3.353 1.214
C -2.349 2.384 0.489
O -1.283 1.821 0.744
N -3.047 2.062 -0.614
N -2.459 1.089 -1.430
H -2.754 4.471 2.861
H -1.281 3.413 2.458
H -2.849 2.727 3.141
H -3.864 2.651 -0.827
H -2.193 1.385 -2.367
H -3.167 0.368 -1.558
Se 0.662 1.555 -1.931
C 2.501 1.119 -1.724
C 2.986 0.039 -2.435
C 4.418 0.024 -2.549
C 5.200 1.097 -2.102
C 4.655 2.069 -1.295
C 3.250 2.090 -1.115
H 2.356 -0.658 -2.921
H 4.999 -0.787 -3.036
H 6.265 1.215 -2.351
H 5.210 2.858 -0.858
H 2.736 2.905 -0.580
*
```

The calculation puts the total energy at -4190.39341 a.u. As for the energy relative to the best compared isomer or geometry (same formula, charge and spin): 19.5 kcal/mol.

These are the natural (NBO) partial charges, in e, on atoms 1 to 6: 1.77 -0.63 -0.23 -0.61 -0.21 -0.64


(4)
The following is a DFT calculation (ωB97M-V/def2-TZVPD) of 2 unconnected molecules or ions with the total composition C3H6N2O in a non-equilibrium geometry.

Structure (ORCA input):
```
! RIJCOSX wB97M-V def2-TZVPD def2/J DEFGRID3
* xyz 0 1
C -0.481 -0.595 0.275
N 0.053 0.278 -0.538
N 1.123 0.954 0.203
C 1.201 0.388 1.348
C 0.176 -0.595 1.629
H -1.214 -1.273 -0.008
H 2.046 0.733 1.918
H -0.495 -0.161 2.407
H 0.601 -1.551 2.043
O -0.813 0.458 -3.428
H -1.083 0.001 -2.604
H -1.115 1.363 -3.245
*
```

The calculation puts the total energy at -302.59399 a.u. Its structure (SMILES) is C1=NN=CC1.O. As for the energy relative to the best compared isomer or geometry (same formula, charge and spin): 62.2 kcal/mol.

These are the natural (NBO) partial charges, in e, on atoms 1 to 6: 0.06 -0.26 -0.24 0.06 -0.58 0.20


(5)
The following is a DFT calculation (ωB97M-V/def2-TZVPD) of 2 unconnected molecules or ions with the total composition C4H10N3 in a non-equilibrium geometry.

Structure (ORCA input):
```
! RIJCOSX wB97M-V def2-TZVPD def2/J DEFGRID3
* xyz 1 1
C 0.110 1.765 0.047
C -2.281 -0.173 0.162
C -0.331 -1.927 0.075
C -0.867 -0.523 0.120
N 3.749 0.311 -0.329
N -0.008 0.409 -0.070
N 2.936 1.042 -0.009
H 0.392 2.112 1.049
H 1.111 1.902 -0.540
H -0.669 2.363 -0.284
H -2.788 -0.312 -0.801
H -2.414 0.839 0.629
H -2.897 -1.005 0.677
H -1.071 -2.712 0.070
H 0.415 -2.047 -0.644
H 0.286 -1.989 0.993
H 4.325 -0.055 -1.145
*
```

The calculation puts the total energy at -322.23699 a.u. As for the energy relative to the best compared isomer or geometry (same formula, charge and spin): 140.3 kcal/mol.

These are the natural (NBO) partial charges, in e, on atoms 1 to 6: -0.44 -0.71 -0.66 0.37 -0.13 -0.38


(6)
The following is a DFT calculation (ωB97M-V/def2-TZVPD) of a gas-phase ion, C5H9N4O (charge +1) in a non-equilibrium geometry.

Structure (ORCA input):
```
! RIJCOSX wB97M-V def2-TZVPD def2/J DEFGRID3
* xyz 1 1
C 1.933 1.281 -0.365
O 0.815 0.393 -0.414
C 0.838 -0.842 -0.085
N 1.843 -1.667 0.234
N -0.706 -1.644 0.088
C -1.737 -0.768 -0.051
C -1.965 0.316 0.851
C -3.220 0.764 0.539
N -3.671 0.043 -0.573
N -2.686 -0.880 -0.914
H 2.964 0.770 -0.280
H 1.805 1.878 0.429
H 1.986 1.965 -1.326
H 1.520 -2.630 0.627
H 2.807 -1.284 0.196
H -0.597 -2.186 -0.820
H -1.453 0.688 1.675
H -3.699 1.595 0.997
H -4.236 0.338 -1.368
*
```

The calculation puts the total energy at -489.84178 a.u. Its structure (SMILES) is CO/C(N)=[NH+]\c1cc[nH]n1. As for the energy relative to the best compared isomer or geometry (same formula, charge and spin): 81.1 kcal/mol.

These are the natural (NBO) partial charges, in e, on atoms 1 to 6: -0.27 -0.42 0.84 -0.77 -0.54 0.22


(7)
The following is a DFT calculation (ωB97M-V/def2-TZVPD) of a gas-phase ion, C9H12N3O (charge +1) in a non-equilibrium geometry.

Structure (ORCA input):
```
! RIJCOSX wB97M-V def2-TZVPD def2/J DEFGRID3
* xyz 1 1
C 1.892 -2.473 -2.856
O 1.264 -1.433 -2.168
C 0.929 -1.479 -0.905
N 0.307 -0.658 -0.130
C -0.225 0.506 -0.329
C -0.161 1.314 -1.464
C -0.882 2.478 -1.537
C -1.514 2.978 -0.449
C -1.368 2.340 0.784
C -0.783 1.079 0.863
N -0.666 0.421 2.130
C -0.371 -0.808 2.483
N -0.380 -1.219 3.751
H 2.022 -2.236 -3.963
H 1.522 -3.393 -2.629
H 2.929 -2.581 -2.620
H 1.268 -2.223 -0.276
H 0.293 0.825 -2.360
H -0.962 2.958 -2.541
H -2.215 3.804 -0.598
H -1.669 2.974 1.702
H -0.847 1.050 2.948
H -0.145 -1.369 1.650
H 0.019 -2.233 3.970
H -0.255 -0.622 4.542
*
```

The calculation puts the total energy at -589.35178 a.u. Its structure (SMILES) is CO/C=N\c1ccccc1NC=[NH2+]. As for the energy relative to the best compared isomer or geometry (same formula, charge and spin): 59.1 kcal/mol.

These are the natural (NBO) partial charges, in e, on atoms 1 to 6: -0.26 -0.47 0.49 -0.58 0.12 -0.21


(8)
The following is a DFT calculation (ωB97M-V/def2-TZVPD) of a molecular structure, C2HAuFO2 in a non-equilibrium geometry.

Structure (ORCA input):
```
! RIJCOSX wB97M-V def2-TZVPD def2/J DEFGRID3
* xyz 1 3
O 0.724 -0.015 -1.182
C 1.262 0.302 -0.151
C 0.839 0.555 1.133
H 0.831 1.603 1.450
F 1.299 -0.275 2.101
Au -1.039 -0.324 -1.517
O -1.789 -0.074 -0.023
*
```

The calculation puts the total energy at -462.18166 a.u. Its expectation value of S² is 2.05. As for the energy relative to the best compared isomer or geometry (same formula, charge and spin): 13.2 kcal/mol.

These are the natural (NBO) partial charges, in e, on atoms 1 to 6: -0.58 0.60 0.18 0.25 -0.24 1.28


(9)
The following is a DFT calculation (ωB97M-V/def2-TZVPD) of 17 unconnected molecules or ions with the total composition H35O17 in a non-equilibrium geometry.

Structure (ORCA input):
```
! RIJCOSX wB97M-V def2-TZVPD def2/J DEFGRID3
* xyz 1 1
O 2.868 -2.521 -1.402
H 2.386 1.644 4.074
H 1.921 -2.326 -0.711
O 2.825 0.786 4.010
H -0.365 -1.976 4.174
H -3.551 0.941 -3.697
O -3.940 -0.927 -2.599
H -4.059 -1.673 -1.983
H 1.769 -1.979 0.894
O -0.238 3.190 2.751
H -0.662 3.249 3.630
H 1.912 0.104 -3.046
O 1.050 -1.847 0.205
H 0.962 -4.392 1.055
O 0.338 0.706 0.479
H 1.162 1.079 0.930
H 1.930 2.653 1.299
O -2.161 0.178 0.696
H -4.053 0.182 1.249
H 3.590 0.673 2.416
O 1.929 -4.473 0.919
H 3.051 -1.802 -2.087
H 2.123 -5.124 1.621
O -0.900 -1.665 4.906
H -1.939 0.826 -4.160
H -1.697 -1.331 4.450
O 2.175 3.402 0.743
H -2.281 0.810 1.423
H 1.441 3.283 0.120
O -2.479 2.252 -0.964
H -1.421 -2.046 -2.783
H 0.593 0.952 -5.103
O 3.354 0.429 1.502
H -2.236 3.170 -0.905
H 4.215 0.338 1.082
O -0.609 -2.336 -2.357
H 2.832 -3.351 -1.912
H -4.031 -0.285 -1.883
O 0.339 1.123 -4.187
H -2.111 0.692 -0.144
H -0.354 1.356 0.607
O 2.758 -0.297 -2.865
H -0.415 -1.546 -1.838
H 2.192 0.094 4.231
O -2.646 1.232 -3.665
H 0.617 1.939 -3.778
H -0.268 4.118 2.490
O -4.707 0.483 1.892
H -4.315 0.426 2.769
H 0.906 -0.830 0.245
H -2.360 1.779 -1.791
H 3.484 0.303 -3.087
*
```

The calculation puts the total energy at -1299.79126 a.u. As for the energy relative to the best compared isomer or geometry (same formula, charge and spin): 73.8 kcal/mol.

These are the natural (NBO) partial charges, in e, on atoms 1 to 6: -0.86 0.49 0.54 -0.96 0.46 0.51


(10)
The following is a DFT calculation (ωB97M-V/def2-TZVPD) of 13 unconnected molecules or ions with the total composition C29H65Br2F14N25O18S in a non-equilibrium geometry.

Structure (ORCA input):
```
! RIJCOSX wB97M-V def2-TZVPD def2/J DEFGRID3
* xyz 0 1
C -2.441 -6.177 5.921
C -1.365 -5.045 5.323
O -0.511 -5.659 4.294
C 0.731 -4.870 4.073
C 0.657 -3.953 2.717
Br -0.978 -4.723 1.810
O 1.682 -4.171 1.643
C 1.301 -3.153 0.607
O 1.450 -3.486 -0.676
C 0.757 -1.727 1.293
C -0.677 -1.423 0.565
C -0.891 0.112 0.039
C -2.548 0.315 -0.088
F -3.016 -0.937 -0.793
F -3.062 0.249 1.298
C -2.875 1.692 -0.900
F -2.046 2.774 -0.247
F -2.435 1.683 -2.332
C -4.453 2.227 -0.730
F -4.488 3.459 -1.604
F -4.513 2.727 0.695
C -5.571 1.106 -1.095
F -5.691 0.022 -0.049
F -5.098 0.424 -2.358
S -7.301 1.699 -1.429
F -6.912 2.469 -2.905
F -7.165 3.115 -0.487
F -7.856 0.781 -0.049
F -7.548 0.233 -2.351
F -8.946 2.123 -1.716
O 1.587 -0.539 1.041
N 2.625 -0.799 0.228
O 3.107 0.234 -0.221
C 0.768 -2.296 2.857
C 2.317 -2.081 3.345
C 2.597 -0.626 4.095
F 4.002 -0.628 4.644
C -0.479 -1.929 3.851
C -0.787 -0.331 4.036
O -0.248 0.677 3.347
Br -2.157 0.222 5.444
H -2.604 -7.059 5.152
H -2.118 -6.572 6.979
H -3.517 -5.676 6.052
H -0.792 -4.549 6.215
H -2.051 -4.234 4.780
H 1.600 -5.657 3.971
H 0.992 -4.206 5.009
H -1.550 -1.816 1.278
H -0.754 -2.119 -0.402
H -0.535 0.952 0.770
H -0.447 0.308 -1.043
H 2.700 -2.901 4.123
H 3.115 -2.124 2.458
H 2.488 0.292 3.345
H 1.849 -0.489 4.991
H -0.174 -2.336 4.931
H -1.497 -2.451 3.595
C -1.497 -5.544 -2.631
O -2.318 -5.605 -1.730
N -0.317 -4.913 -2.499
N -1.699 -6.105 -3.838
H 0.372 -4.852 -3.230
H -0.125 -4.477 -1.606
H -2.575 -6.590 -3.979
H -1.035 -6.066 -4.592
C -4.568 -6.559 1.491
O -4.151 -6.896 2.588
N -5.872 -6.335 1.246
N -3.761 -6.381 0.429
H -6.234 -6.057 0.349
H -6.513 -6.457 2.018
H -2.772 -6.540 0.571
H -4.086 -6.104 -0.482
C 3.000 -0.243 8.113
O 2.297 -0.862 7.330
N 4.339 -0.366 8.142
N 2.498 0.618 9.017
H 4.935 0.135 8.780
H 4.758 -1.004 7.478
H 1.494 0.740 9.028
H 3.061 1.137 9.670
C 0.823 -3.179 -5.990
O 0.047 -4.117 -5.900
N 2.159 -3.333 -5.944
N 0.412 -1.907 -6.143
H 2.814 -2.573 -6.017
H 2.510 -4.275 -5.830
H -0.586 -1.748 -6.182
H 1.036 -1.122 -6.218
C -0.141 3.728 8.617
O -0.917 2.789 8.707
N 1.195 3.574 8.662
N -0.552 4.999 8.464
H 1.850 4.334 8.590
H 1.546 2.632 8.776
H -1.550 5.159 8.425
H 0.072 5.785 8.388
C -6.735 0.808 -7.200
O -6.331 0.311 -8.239
N -7.733 1.709 -7.164
N -6.218 0.500 -5.997
H -8.080 2.130 -6.319
H -8.150 1.969 -8.049
H -5.465 -0.175 -5.978
H -6.538 0.899 -5.130
C -0.378 6.707 0.130
O 0.558 7.393 0.508
N -1.649 6.941 0.504
N -0.223 5.655 -0.693
H -2.433 6.387 0.204
H -1.810 7.724 1.124
H 0.718 5.444 -0.999
H -0.982 5.077 -1.015
C -0.386 6.916 4.691
O 0.031 6.579 5.788
N -1.689 7.140 4.446
N 0.421 7.094 3.630
H -2.051 7.418 3.550
H -2.331 7.018 5.218
H 1.410 6.935 3.771
H 0.097 7.371 2.719
C 6.596 -1.968 0.277
O 5.820 -2.906 0.367
N 7.931 -2.122 0.322
N 6.185 -0.696 0.124
H 8.586 -1.362 0.250
H 8.283 -3.063 0.437
H 5.186 -0.536 0.085
H 6.808 0.090 0.048
C 3.411 3.820 -1.984
O 2.285 4.253 -2.172
N 3.645 2.583 -1.511
N 4.519 4.542 -2.232
H 4.565 2.209 -1.349
H 2.838 2.006 -1.311
H 4.387 5.479 -2.589
H 5.454 4.203 -2.082
C 2.440 1.715 -6.729
O 1.638 0.887 -6.327
N 3.386 1.428 -7.641
N 2.450 2.988 -6.296
H 4.055 2.096 -7.985
H 3.414 0.480 -7.993
H 1.754 3.246 -5.609
H 3.102 3.685 -6.616
C 5.781 1.527 -10.668
O 4.960 1.467 -9.766
N 6.961 2.159 -10.536
N 5.579 0.967 -11.874
H 7.650 2.219 -11.266
H 7.153 2.595 -9.643
H 4.703 0.481 -12.016
H 6.243 1.006 -12.629
*
```

The calculation puts the total energy at -10811.44082 a.u.

These are the Löwdin partial charges, in e, on atoms 1 to 6: -0.09 -0.24 -0.31 -0.16 -0.54 0.95


What is the formula in the fourth record?
C3H6N2O


Which formula does entry 2 have?
C25H30N2O5